{"formula": "CH3NO2S", "method": "ωB97M-V/def2-TZVPD", "species": ["S", "C", "H", "N", "H", "O", "O", "H"], "coordinates": [[1.27, -0.81, -0.50], [0.29, 0.74, -0.68], [-1.37, -1.72, 0.51], [0.34, 0.03, 0.59], [0.85, 1.63, -0.57], [0.58, 0.21, 1.80], [-1.43, -0.86, 0.19], [-0.53, 0.79, -1.34]], "lowdin_charge": [0.981, -0.246, -0.051, -0.628, 0.078, -0.015, -0.193, 0.075], "charge": 0, "homo_lumo_gap_ev": 8.387, "total_energy_ev": -17499.2999, "e_lumo_ev": -1.17, "spin_multiplicity": 1, "homo_ha": -0.3513}

{"formula": "C44H39BiBr2Cl2N4O7", "method": "ωB97M-V/def2-TZVPD", "species": ["H", "H", "C", "O", "C", "H", "H", "H", "C", "C", "C", "C", "N", "C", "C", "C", "C", "C", "C", "C", "H", "C", "H", "C", "H", "C", "C", "C", "N", "C", "O", "Cl", "H", "C", "C", "H", "H", "O", "H", "C", "H", "H", "H", "H", "C", "C", "H", "H", "Bi", "C", "C", "H", "Br", "C", "H", "O", "O", "H", "N", "H", "C", "C", "C", "C", "H", "H", "C", "C", "Cl", "Br", "C", "C", "H", "H", "H", "C", "H", "H", "H", "H", "C", "H", "H", "H", "O", "O", "C", "H", "N", "C", "H", "H", "H", "C", "C", "C", "C", "C", "H"], "coordinates": [[-1.96, 9.15, -0.96], [3.22, -0.75, 1.24], [-1.79, 8.09, -0.83], [-1.87, -1.10, 0.08], [-2.88, -4.49, -1.65], [-3.38, -5.56, 1.31], [0.38, -5.81, 0.99], [0.79, -4.42, 2.99], [-2.73, 7.29, -0.20], [1.06, -2.01, 0.62], [-2.01, -0.70, 2.39], [3.64, 2.26, -2.03], [-3.20, -5.06, 0.47], [-3.15, -7.04, -2.66], [2.73, -2.19, 3.74], [-2.74, -4.68, -3.02], [0.55, -4.15, -0.36], [-2.94, -3.72, 0.36], [1.07, -2.61, 1.89], [-0.62, 7.51, -1.30], [-2.06, -1.83, -0.58], [0.79, -2.79, -0.52], [6.30, 5.05, -1.65], [3.54, 2.06, 1.67], [0.97, -1.15, -1.88], [1.82, 3.37, 1.12], [-1.05, 3.90, -0.38], [-3.15, -5.59, -0.80], [-2.76, -3.35, -0.89], [4.25, 4.59, -2.03], [1.37, 1.42, -2.00], [-5.23, -0.11, -1.46], [3.65, 4.26, 1.96], [-2.40, -1.09, 3.65], [2.68, 1.11, -1.99], [-0.58, 1.19, 3.87], [-2.50, -3.85, -3.67], [-1.41, 0.48, 2.09], [1.15, 4.20, 0.95], [-4.64, 1.45, -2.03], [6.96, 2.68, -1.40], [-3.23, 5.31, 0.48], [-2.77, -6.15, -4.57], [-0.16, -2.42, -2.39], [3.27, 3.60, -2.16], [-2.88, -5.96, -3.51], [-2.24, -0.45, 4.51], [-5.16, 1.69, -2.95], [-0.10, 1.19, -0.39], [4.98, 1.95, -1.78], [-0.38, 6.15, -1.16], [5.24, 0.90, -1.69], [-3.63, -2.81, 5.56], [-3.21, -3.19, 2.78], [2.02, -2.34, -3.71], [-0.46, 3.34, -1.35], [3.07, -0.04, -1.97], [2.93, -1.61, 4.65], [1.45, 2.10, 0.84], [1.28, -0.78, 3.02], [1.35, -1.85, 3.17], [2.38, -0.11, 0.97], [0.81, -2.22, -1.91], [3.10, 3.38, 1.65], [4.51, 1.70, 1.99], [2.86, -2.78, -2.22], [5.56, 4.27, -1.76], [0.55, -4.74, 0.89], [-2.89, 1.41, -2.37], [0.68, 8.60, -2.15], [0.80, -3.97, 2.01], [-3.03, -2.32, 3.83], [3.52, -1.96, 3.03], [-3.24, -8.04, -3.08], [-3.65, 7.73, 0.16], [-3.29, -6.88, -1.29], [0.52, 5.70, -1.56], [2.80, -3.25, 3.98], [-4.82, 2.20, -1.26], [-2.30, 1.60, 3.60], [-1.33, 5.37, -0.52], [-3.49, -7.72, -0.64], [1.41, 3.27, -2.38], [1.71, -3.91, -2.96], [2.02, 4.02, -2.42], [-1.36, 3.28, 0.65], [-2.80, -2.82, 1.50], [0.37, -4.75, -1.24], [1.29, -0.62, 0.51], [-2.50, 5.93, -0.03], [0.59, -2.14, 3.90], [3.94, 5.63, -2.14], [-3.71, -4.14, 2.96], [-1.33, 1.46, 3.12], [1.92, -2.86, -2.75], [5.94, 2.93, -1.63], [-2.23, -1.56, 1.29], [2.51, 1.28, 1.16], [-1.04, 2.38, 2.62]], "lowdin_charge": [0.100, 0.146, -0.126, -0.048, -0.213, 0.156, 0.104, 0.116, -0.071, -0.169, -0.206, -0.070, 0.185, -0.093, -0.080, -0.011, -0.045, -0.241, -0.165, -0.666, 0.079, -0.170, 0.103, -0.017, 0.054, -0.120, -0.661, -0.185, 0.164, -0.012, -0.281, 0.516, 0.100, -0.056, -0.534, 0.103, 0.113, -0.160, 0.112, -0.985, 0.097, 0.116, 0.102, 0.108, -0.261, -0.091, 0.104, 0.026, 2.011, -0.027, -0.056, 0.116, 0.739, -0.080, 0.077, -0.181, 0.064, 0.075, -0.114, 0.093, -0.202, -0.091, -0.199, -0.061, 0.112, 0.078, -0.082, -0.073, 0.538, 0.732, -0.048, -0.676, 0.064, 0.102, 0.106, -0.021, 0.099, 0.073, 0.026, 0.105, -0.127, 0.109, 0.065, 0.066, 0.053, -0.086, -0.063, 0.115, -0.025, -0.020, 0.111, 0.116, 0.101, -0.054, -0.084, -0.093, -0.196, -0.322, 0.065], "charge": 0, "homo_lumo_gap_ev": 8.063, "total_energy_ev": -237527.7499, "e_lumo_ev": -0.03, "spin_multiplicity": 1, "homo_ha": -0.2973}

{"formula": "C33H33As2F3N5Tc", "method": "ωB97M-V/def2-TZVPD", "species": ["C", "C", "C", "C", "As", "C", "H", "H", "H", "H", "C", "H", "N", "H", "H", "C", "C", "C", "H", "H", "C", "H", "H", "Tc", "H", "H", "C", "As", "H", "H", "H", "H", "H", "C", "H", "C", "N", "H", "H", "H", "N", "C", "C", "H", "H", "C", "C", "F", "H", "H", "C", "C", "C", "C", "C", "C", "H", "C", "C", "H", "F", "H", "H", "C", "F", "C", "N", "C", "C", "C", "H", "H", "C", "N", "C", "C", "H"], "coordinates": [[2.07, 0.63, 3.89], [-5.56, -0.61, 0.93], [2.80, 2.86, 3.35], [2.71, -0.72, 0.05], [0.06, -0.80, 2.37], [0.80, -2.41, 3.13], [4.82, -0.81, 0.38], [-2.07, 0.36, 3.07], [2.13, -0.24, 4.53], [-6.45, -0.86, 1.49], [0.29, -5.57, -0.43], [-2.36, 2.14, 1.58], [-2.11, 0.24, -1.22], [1.15, 0.49, -2.56], [-6.53, 0.96, -0.18], [-1.54, -0.52, 3.41], [-1.40, 2.47, -4.68], [1.10, -3.38, -1.02], [-1.20, 3.03, -5.59], [0.18, 2.83, -1.76], [-0.84, -4.97, 0.10], [3.42, 3.72, 3.57], [3.54, 1.72, 5.01], [-0.39, -0.73, -0.13], [1.76, 2.73, -0.93], [-2.08, 3.25, 0.21], [4.32, 0.06, -1.52], [-0.08, 1.76, 0.49], [-3.11, 2.75, -1.78], [2.47, -1.18, 1.00], [-0.24, 0.77, -5.29], [-2.64, 4.00, -3.83], [1.84, -2.74, -1.46], [-3.29, -0.99, 0.39], [1.74, -2.67, 2.67], [-2.21, 3.02, -3.69], [-2.15, -2.99, 0.44], [0.08, -3.21, 2.99], [-4.38, -2.21, 1.77], [0.40, -6.64, -0.42], [1.69, -0.36, -0.74], [1.21, 0.66, 2.80], [-4.50, 0.76, -0.76], [-2.18, -1.40, 3.33], [2.14, -5.19, -1.47], [1.14, 1.79, 1.98], [3.27, 0.41, -2.36], [6.62, 0.04, -1.00], [-1.23, -0.39, 4.44], [3.46, 0.86, -3.33], [5.75, 0.31, -1.97], [4.03, -0.52, -0.29], [2.87, 1.74, 4.16], [-1.10, 0.51, -3.35], [-5.60, 0.43, -0.01], [-1.62, 2.77, 1.08], [-1.66, -5.54, 0.52], [1.93, 2.89, 2.26], [-0.95, -3.60, 0.04], [0.94, -2.24, 4.20], [6.02, -0.46, -3.03], [-1.26, 3.54, 1.76], [1.89, 3.78, 1.65], [-4.40, -1.35, 1.11], [5.88, 1.59, -2.33], [-1.92, 1.04, -2.35], [-2.08, -1.75, 0.33], [-0.84, 1.21, -4.51], [1.26, -4.76, -1.01], [-2.49, 2.30, -2.54], [-4.59, 1.52, -1.52], [0.57, 3.96, -0.44], [0.70, 2.94, -0.81], [0.01, -2.79, -0.49], [1.98, 0.20, -1.94], [-3.28, 0.08, -0.54], [-0.72, -0.51, -3.22]], "mulliken_spin": [-0.006, 0.170, 0.001, 0.023, -0.059, 0.011, 0.000, -0.007, 0.000, 0.002, 0.014, -0.006, 0.477, 0.000, 0.001, 0.011, 0.092, 0.043, 0.001, 0.003, 0.013, 0.000, 0.000, 1.980, 0.000, 0.002, 0.001, -0.080, 0.004, -0.012, 0.001, 0.001, 0.005, 0.108, -0.002, -0.032, 0.041, 0.000, 0.002, 0.000, -0.003, 0.006, 0.164, 0.001, 0.000, 0.030, -0.009, 0.000, -0.002, 0.001, -0.001, -0.004, -0.001, 0.069, -0.048, 0.020, 0.000, -0.004, 0.034, 0.002, 0.000, -0.001, 0.000, -0.031, 0.000, 0.002, -0.038, -0.019, 0.006, 0.081, -0.003, -0.003, -0.004, -0.048, 0.029, -0.001, -0.029], "charge": 3, "homo_lumo_gap_ev": [6.560, 6.229], "total_energy_ev": -174210.3472, "e_lumo_ev": [-9.72, -10.85], "spin_multiplicity": 4, "homo_ha": [-0.5984, -0.6278]}

{"formula": "C5H12N2", "method": "ωB97M-V/def2-TZVPD", "species": ["H", "C", "C", "H", "C", "H", "N", "H", "N", "H", "H", "H", "H", "C", "H", "H", "H", "C", "H"], "coordinates": [[-1.37, 0.72, 2.60], [0.67, -1.04, -0.38], [-1.36, 0.44, -1.49], [-1.82, 1.30, -1.87], [-1.34, 1.17, 1.41], [1.16, -0.31, 1.93], [-0.07, 0.74, 0.75], [-1.30, 2.35, 1.63], [2.10, -1.00, -0.62], [-0.21, -2.06, -0.53], [-2.37, 0.59, 0.62], [2.24, 0.19, -0.64], [-1.89, -0.04, -0.53], [-0.05, 0.30, -0.76], [-1.30, -0.61, -2.23], [0.82, 0.85, -1.38], [-0.36, -1.34, 1.56], [0.41, -0.66, 1.17], [2.22, -1.10, -1.78]], "lowdin_charge": [0.118, -0.393, -0.077, 0.046, -0.143, 0.117, -0.208, 0.082, -0.042, 0.211, 0.144, 0.152, 0.047, -0.400, 0.153, 0.130, 0.085, -0.155, 0.133], "charge": 0, "homo_lumo_gap_ev": 9.334, "total_energy_ev": -8352.3740, "e_lumo_ev": 0.99, "spin_multiplicity": 1, "homo_ha": -0.3068}